C30H18F3MnN4O9Sb | ωB97M-V/def2-TZVPD

Each line ends with the Mulliken spin population.
CARTESIAN COORDINATES (ANGSTROEM)
1 C 4.9933 1.5772 0.0959  0.00
2 C -2.1936 -1.9398 -1.3381  0.02
3 C 3.6348 1.8088 -0.0288  0.00
4 H 2.8584 -0.6512 -2.2509  0.01
5 H -1.4857 3.4748 -0.6637  0.00
6 C -2.7343 0.1644 -2.4315  -0.01
7 Mn 0.3703 -2.4989 -0.3365  3.94
8 F 0.0910 7.3866 -2.1164  0.00
9 C -0.7906 -4.2901 3.3817  -0.01
10 C 3.4553 -0.0212 -1.6066  0.00
11 O -5.0050 -3.9101 -1.0863  0.00
12 C -0.8231 5.3799 -1.3422  0.00
13 H -2.1016 1.1098 0.2948  0.00
14 H 0.9169 -0.5254 3.8701  0.00
15 C -0.8544 -3.8465 2.0733  0.02
16 C -4.0781 -0.0747 -2.2240  0.01
17 C 0.4161 -4.2325 4.0620  0.01
18 H -3.0312 0.1427 2.3779  0.00
19 H -1.7660 5.8810 -1.1736  0.00
20 O 0.4614 -0.9332 -1.3480  0.00
21 C -4.5207 -1.2358 -1.6360  0.00
22 C -1.9630 0.2147 2.2245  -0.01
23 C 1.4040 -3.2862 2.1266  -0.02
24 H 5.6158 2.1740 0.7478  0.00
25 C -1.0962 -0.2468 3.2012  0.00
26 C 0.2509 6.0904 -1.8522  0.00
27 C 1.4817 5.5094 -2.0975  0.00
28 Sb 0.8272 1.3891 -0.9231  0.00
29 H 3.1852 2.6181 0.5375  0.00
30 H 2.2866 6.1078 -2.5010  0.00
31 O -3.5794 -3.6921 0.5093  0.00
32 N -0.4248 -0.5862 -2.3920  0.03
33 F 6.8634 0.3263 -0.5289  0.00
34 O -4.6156 1.9855 -3.0772  0.00
35 C -0.6500 4.0366 -1.0642  0.00
36 C 0.2786 -0.1717 3.0714  -0.01
37 C -3.5759 -2.1303 -1.1843  0.01
38 N -4.0890 -3.3457 -0.5415  0.00
39 N 0.2313 -3.3557 1.4644  -0.06
40 O 2.1758 -2.3764 0.0877  0.00
41 H 1.8834 0.4020 1.7836  0.00
42 C -0.0454 0.8331 0.9067  -0.01
43 C 4.8153 -0.2485 -1.4968  0.00
44 C -1.8070 -0.7639 -2.0027  0.00
45 C 1.5390 -3.7183 3.4227  0.00
46 H -2.4237 1.0565 -2.9542  0.00
47 H 2.6018 3.6951 -2.0135  0.00
48 H -5.5764 -1.4373 -1.5213  0.00
49 H -1.7633 -3.8691 1.4898  0.00
50 C 2.8693 1.0052 -0.8744  0.00
51 O -6.2284 0.6683 -2.5143  0.00
52 C 1.6438 4.1626 -1.8192  0.00
53 H -1.6824 -4.6791 3.8515  0.00
54 C 0.5822 3.4273 -1.2978  0.00
55 O -1.3278 -2.8550 -0.9165  0.03
56 H 2.5048 -3.6410 3.9025  0.00
57 N -5.0564 0.9360 -2.6550  0.00
58 O -0.1785 0.7930 -2.5164  -0.01
59 O 3.5863 -2.3981 1.8355  0.01
60 H 5.3051 -1.0380 -2.0492  0.00
61 H 0.4830 -4.5839 5.0831  0.00
62 C 5.5553 0.5505 -0.6434  0.00
63 C -1.4276 0.7620 1.0692  0.02
64 C 0.8055 0.3616 1.9039  0.03
65 C 2.5299 -2.6583 1.3336  0.02
66 F -1.6075 -0.7891 4.3107  0.00

Properties
relative energy (zero: lowest compared OMol25 entry of this formula, charge and spin)	0.00	kcal/mol
total charge	+1
HOMO-LUMO gap (spin up / spin down)	7.38 / 7.67	eV
spin multiplicity	5

C30H19BF16N5O8Y | ωB97M-V/def2-TZVPD

Each line ends with the Mulliken charge.
CARTESIAN COORDINATES (ANGSTROEM)
1 H -2.4737 2.4495 3.3726  0.44
2 H -0.9700 -2.1157 6.7186  0.39
3 F 2.9346 1.9653 2.8108  -0.30
4 F 2.0577 -2.0408 3.2000  -0.20
5 H -4.1166 6.7024 0.8715  0.27
6 C -2.6197 2.8870 2.3960  -0.79
7 O 1.6862 0.0107 -1.6645  -0.75
8 O 2.8837 -0.2385 -3.5452  -0.77
9 H -3.3850 0.4390 2.5366  0.62
10 C 1.8355 -0.1247 -2.9285  0.13
11 C 0.5407 -0.0729 -3.7484  0.90
12 H -5.3547 5.7687 1.7117  0.39
13 C -0.3443 -0.9360 4.3729  -0.65
14 N -3.1591 -0.4095 -3.3030  1.08
15 C 1.6766 1.6506 3.1654  0.30
16 F 0.2737 4.4842 0.0842  -0.31
17 H -3.2033 -4.1270 1.4614  0.47
18 C -3.6789 4.5858 1.0566  0.34
19 O -3.1917 -0.5706 -2.1049  -0.49
20 H -2.7208 0.4011 -5.8152  0.62
21 C -2.6981 -0.7646 4.1525  -1.30
22 C -2.3755 -3.4672 1.2799  -1.43
23 C -1.4944 3.4087 -2.4275  0.19
24 C -0.5714 0.4901 -5.7916  -0.37
25 Y 0.1091 0.0486 -0.1889  0.47
26 C -1.6046 -1.2867 4.8312  0.63
27 F 0.5040 -2.5164 -1.5572  -0.30
28 H -2.7226 -2.0830 6.4950  0.41
29 H -0.7955 -0.7207 -2.1935  -0.60
30 C 0.6029 0.3283 -5.0712  -0.56
31 H -5.1977 5.6543 -0.0420  0.36
32 B -0.3214 -3.5408 -2.1300  0.42
33 N -0.9930 -1.8087 0.7198  1.90
34 O 0.5969 1.1277 -7.6751  -0.65
35 H -3.7051 -1.0324 4.4594  0.27
36 F 3.5778 -0.5619 2.8494  -0.28
37 C -2.3103 -2.2066 0.7901  -0.53
38 C 0.3605 3.4144 -0.7193  0.53
39 C -2.5194 0.0680 3.0704  0.58
40 F 1.6025 1.8003 4.5122  -0.33
41 F 1.0674 3.8021 -1.7956  -0.33
42 F -2.7608 3.0609 -2.7204  -0.27
43 F -0.2075 -4.6902 -1.3243  -0.41
44 C -1.8530 -0.1609 -3.9321  -0.37
45 C -1.7697 -2.2406 5.9861  -1.58
46 O -0.8671 1.4594 -1.3301  0.09
47 C -0.2757 -2.8198 1.1544  -1.29
48 C -1.0461 2.7748 -1.0744  2.01
49 F -1.6502 -3.0888 -2.1406  -0.37
50 C 1.2932 0.1854 2.7517  2.45
51 H -1.7450 -3.2817 5.6499  0.23
52 H 1.5663 0.5226 -5.5190  0.60
53 H 0.7993 -2.8438 1.2002  0.41
54 O -1.5475 1.1181 -7.7873  -0.67
55 H -4.0038 4.3180 3.1587  0.28
56 N -1.1201 1.2152 1.4329  1.06
57 C -1.8183 0.2586 -5.2444  -0.46
58 H -3.1039 -1.5633 0.4509  0.51
59 F -1.4340 4.7624 -2.4554  -0.31
60 F 0.1096 -3.7954 -3.4298  -0.39
61 N -1.0681 -3.8369 1.5218  0.12
62 H -2.9996 4.6770 -0.9349  0.46
63 C 2.3783 -0.7423 3.4054  0.12
64 O -4.1316 -0.4878 -4.0377  -0.75
65 O 1.4345 -0.0496 1.4206  -1.08
66 H -0.7484 -4.7481 1.7933  0.25
67 F 2.5589 -0.6053 4.7407  -0.27
68 H 0.5009 -1.3418 4.9090  0.45
69 C -2.9037 4.1378 -0.0041  -0.57
70 C -3.4802 3.9581 2.2769  -1.32
71 C -1.9141 2.3321 1.3007  0.46
72 F 1.1274 2.4997 -0.0860  -0.06
73 C -0.7038 -0.3323 -3.1900  1.03
74 C -1.2504 0.4406 2.5911  -0.05
75 C -2.0085 3.0771 0.0840  -0.76
76 F 0.8852 2.5826 2.6446  -0.12
77 F -0.7448 2.9777 -3.4475  -0.25
78 N -0.5011 0.9367 -7.1890  1.04
79 C -0.1321 -0.0979 3.2788  -1.43
80 C -4.6359 5.7392 0.8905  -1.58

Properties
relative energy (zero: lowest compared OMol25 entry of this formula, charge and spin)	17.23	kcal/mol
total charge	-2
HOMO-LUMO gap	6.02	eV

C30H19Br4CuN5O2 | ωB97M-V/def2-TZVPD

Each line ends with the Mulliken spin population.
CARTESIAN COORDINATES (ANGSTROEM)
1 H -3.4599 -4.2955 -2.5662  0.00
2 C 3.9088 -2.3293 2.1616  0.00
3 C -0.6707 2.8013 3.9711  0.00
4 C -1.6696 -1.4176 -2.3070  0.00
5 H -2.4454 -2.5434 -3.9695  0.00
6 C 3.9509 -1.1549 2.9017  0.00
7 H -3.6137 4.1690 3.0434  0.00
8 H 4.9554 0.4249 -2.3639  0.00
9 H 3.4324 -0.5616 -0.6590  0.00
10 C 0.2750 3.6770 -3.4754  0.00
11 N 0.5736 1.1112 2.8534  0.01
12 C -3.3145 -4.3496 0.1925  0.00
13 N -1.5455 -1.3219 -0.9976  0.05
14 C -0.4517 3.1184 -2.4262  0.00
15 C 1.5547 3.2561 -3.7066  0.00
16 H -0.0269 -0.1975 -2.8980  0.00
17 C -2.9264 -3.4687 -2.1179  0.00
18 H 1.0049 -1.8020 0.4948  0.00
19 H 4.0922 2.2243 -3.8433  0.00
20 H -3.5058 -4.9512 2.2272  0.00
21 C -2.7315 3.5445 3.0262  0.00
22 C -0.5396 1.9519 2.8761  0.00
23 C 2.9302 -0.2297 2.7954  0.00
24 H -3.2226 2.5806 1.1559  0.00
25 C 1.3872 1.6806 -1.8482  0.00
26 C -2.3665 -2.4970 -2.8920  0.00
27 H 4.7806 -0.9638 3.5698  0.00
28 Br -2.1240 -2.9346 3.8928  0.00
29 H -1.1042 -0.6604 -4.2278  0.00
30 Br -4.2877 -5.8522 -0.4460  0.00
31 Br 2.5136 4.0271 -5.1612  0.00
32 C 0.0385 2.1148 -1.5836  0.00
33 C -2.4073 -3.1189 2.0337  0.00
34 C 2.1495 2.2639 -2.9017  0.00
35 H 4.7018 -3.0593 2.2564  0.00
36 H 2.9496 0.6928 3.3579  0.00
37 C 3.0931 0.2548 -1.2893  0.00
38 C 3.9465 0.8008 -2.2639  0.00
39 N 0.7911 0.4506 1.8313  0.02
40 C -2.0935 -2.2885 -0.1984  -0.02
41 C -1.7924 3.6076 4.0437  0.00
42 Cu -0.7474 0.1381 0.3942  0.72
43 C -1.0633 -0.3695 -3.1805  0.00
44 O -1.2597 -1.0866 1.6634  0.10
45 C 2.8479 -2.5611 1.2963  0.00
46 C -2.8034 -3.3989 -0.7157  0.00
47 C -3.1161 -4.2142 1.5392  0.00
48 H 2.8171 -3.4696 0.7092  0.00
49 C 1.8330 -1.6307 1.1700  0.00
50 N -1.4591 1.8727 1.9149  0.01
51 H -1.9378 4.2728 4.8840  0.00
52 C 1.8546 -0.4680 1.9349  0.01
53 H -0.1799 4.4350 -4.0971  0.00
54 C 3.4702 1.7932 -3.0708  0.00
55 C -1.8963 -2.1225 1.2065  0.02
56 H -1.6019 0.5723 -3.0610  0.00
57 Br -2.2396 3.6820 -2.1303  0.00
58 O -0.6985 1.6601 -0.6213  0.09
59 N 1.8694 0.6740 -1.0847  -0.01
60 H 0.0996 2.8087 4.7293  0.00
61 C -2.5191 2.6571 1.9772  0.00

Properties
relative energy (zero: lowest compared OMol25 entry of this formula, charge and spin)	0.00	kcal/mol
HOMO-LUMO gap (spin up / spin down)	6.32 / 6.28	eV
spin multiplicity	2

The records above yield E_tot values of -3740.59370 -3691.86380 -13515.45732 a.u., respectively.
The records above yield maximum force values of 0.37 1.60 1.34 eV Å⁻¹, respectively.